C7H7BO3 | wB97M-V/def2-TZVPD

The geometry in ORCA input format:
```
! RIJCOSX wB97M-V def2-TZVPD def2/J DEFGRID3
* xyz 0 1
O 3.1272 -0.9455 -0.3769
O 2.2770 -1.7886 1.8161
O -3.0921 2.3460 -1.5075
C -0.4491 -0.7771 0.7551
C 0.7254 0.7218 -0.6639
C -0.4712 1.3090 -1.0263
C -1.6679 0.8331 -0.4745
C -2.9587 1.4189 -0.7632
C -1.6590 -0.2196 0.3868
C 0.7538 -0.2931 0.2751
B 2.2041 -0.9760 0.6596
H 2.9878 -2.4486 1.8792
H -3.8490 1.0772 -0.2422
H 3.9942 -1.2932 -0.1718
H 1.6623 1.1312 -1.0458
H -0.5801 2.1367 -1.7285
H -0.4041 -1.6518 1.4213
H -2.6006 -0.5804 0.8075
*
```

* DFT total energy: -521.61233 hartree
* ΔE to the lowest compared entry with this formula, charge and spin: 0.1304 eV
* frontier orbital gap: 9.59 eV
* HOMO: -9.54 eV
* structure (SMILES): O=Cc1ccc(B(O)O)cc1



C7H7Br | wB97M-V/def2-TZVPD

The geometry in ORCA input format:
```
! RIJCOSX wB97M-V def2-TZVPD def2/J DEFGRID3
* xyz 0 1
Br -3.2074 0.1085 -0.0114
C -0.5655 -1.0513 -0.0209
C 1.7575 1.8874 0.0412
C -0.5672 1.2919 0.0195
C 0.8241 0.9522 -0.0281
C -1.0710 -2.2939 0.0660
C 0.8961 -0.5780 -0.0785
C -1.3446 0.1922 0.0656
H -0.3847 -3.0734 -0.0661
H 1.3607 -0.8448 0.7656
H -2.1684 -2.2841 0.1598
H 1.5221 2.8774 0.0848
H 1.2482 -1.0804 -1.0180
H 2.7603 1.5665 -0.0264
H -1.0604 2.3298 0.0468
*
```

* DFT total energy: -2844.87001 hartree
* ΔE to the lowest compared entry with this formula, charge and spin: 0.0000 eV
* frontier orbital gap: 8.60 eV
* HOMO: -8.22 eV
* structure (SMILES): C=C1C=C(Br)C(=C)C1



C7H7BrF2 | wB97M-V/def2-TZVPD

The geometry in ORCA input format:
```
! RIJCOSX wB97M-V def2-TZVPD def2/J DEFGRID3
* xyz 0 1
Br 2.6742 -0.3428 -0.2136
F 1.0928 1.8455 -0.8064
F 1.4436 0.6879 1.9260
C -0.5520 -1.3311 -1.1129
C -0.9823 1.6760 0.2306
C 0.2436 0.8904 -0.2685
C 1.0359 0.0806 0.7572
C -0.3124 -1.8447 0.2495
C 0.4542 -1.2031 1.0919
C -0.2557 -0.0521 -1.3963
H -0.6150 2.5667 0.7071
H -0.3600 0.5254 -2.3126
H 0.9516 -1.5376 2.0828
H -0.9467 -2.1308 -1.8565
H -1.4380 1.0238 0.9951
H -1.6976 1.9541 -0.5539
H -0.7363 -2.8083 0.4805
*
```

* DFT total energy: -3044.62518 hartree
* ΔE to the lowest compared entry with this formula, charge and spin: 0.0000 eV
* frontier orbital gap: 9.24 eV
* HOMO: -9.18 eV
* structure (SMILES): C[C@]1(F)C=CC=C[C@@]1(F)Br



C7H7BrOS | wB97M-V/def2-TZVPD

The geometry in ORCA input format:
```
! RIJCOSX wB97M-V def2-TZVPD def2/J DEFGRID3
* xyz 0 1
Br 3.1170 -0.2003 0.3193
S -1.1136 0.5622 -1.0537
O -2.7341 0.3131 1.7419
C -1.8593 -0.8791 -0.2253
C 1.4416 0.7462 -0.2140
C -0.8367 -2.0252 -0.2628
C 0.5086 -0.1043 -0.6364
C 0.4199 -1.5437 -0.3599
C -1.8426 -0.2516 1.1619
C 1.6507 2.2666 -0.2652
H 2.3006 2.4317 -1.0506
H -0.8599 -0.2740 1.5878
H 1.3392 -2.2145 -0.3027
H 0.6270 2.6252 -0.6052
H -1.0849 -2.9970 -0.1259
H 1.8589 2.4929 0.7965
H -2.9324 -0.9485 -0.5055
*
```

* DFT total energy: -3318.29653 hartree
* ΔE to the lowest compared entry with this formula, charge and spin: 0.4913 eV
* frontier orbital gap: 8.63 eV
* HOMO: -8.51 eV
* structure (SMILES): C/C(Br)=C1/C=C[C@@H](C=O)S1



C7H7F2I | wB97M-V/def2-TZVPD

The geometry in ORCA input format:
```
! RIJCOSX wB97M-V def2-TZVPD def2/J DEFGRID3
* xyz 0 1
I 2.9740 -0.8140 -0.7039
F -0.5501 -2.2882 -0.8633
F 1.3212 -2.3340 1.1569
C 1.1676 -1.1661 0.5798
C -1.7755 0.1598 -1.6132
C -0.6305 0.0824 -0.6525
C -0.1113 -1.0828 -0.3315
C 0.6926 1.3337 0.9386
C 1.0406 -0.0346 1.5609
C -0.2069 1.3507 -0.0635
H -2.4740 -0.7949 -1.7216
H -0.7165 2.3583 -0.4675
H 0.9895 2.0555 1.6847
H 1.9569 0.0299 2.1995
H 0.1976 -0.3498 2.0886
H -1.4375 0.6274 -2.5391
H -2.4379 0.8668 -1.2529
*
```

* DFT total energy: -768.28687 hartree
* ΔE to the lowest compared entry with this formula, charge and spin: 0.1185 eV
* frontier orbital gap: 9.06 eV
* HOMO: -8.91 eV
* structure (SMILES): CC1=C(F)[C@@](F)(I)CC=C1



C7H7FO15Zn | wB97M-V/def2-TZVPD

The geometry in ORCA input format:
```
! RIJCOSX wB97M-V def2-TZVPD def2/J DEFGRID3
* xyz -2 1
Zn -1.1045 0.5190 -0.7748
F 1.1411 -1.7471 3.5476
O -2.7772 -0.3334 -2.0247
O 2.1401 1.3614 -2.2214
O -1.4852 2.4978 -1.3941
O -1.9026 4.7014 -1.0942
O -3.0753 0.5784 -0.1078
O 1.5396 -1.8882 0.5463
O 0.0783 -2.8870 1.8833
O 1.9931 1.7246 1.5716
O 2.1007 -0.4980 -3.4628
O 0.4230 1.0673 2.9694
O 0.1896 4.0184 -1.1180
O 0.0826 0.9283 0.7352
O -4.8379 -0.4686 -1.1072
O -0.6444 -1.8451 0.0323
O 0.3413 0.0731 -2.1865
C 0.8787 1.1939 1.6649
C -1.0121 3.8068 -1.2055
C 0.2562 -2.1763 0.7157
C 1.5037 0.3833 -2.5808
C 1.2264 -2.7645 2.6432
C 2.3031 -2.4657 1.6130
C -3.5644 -0.0209 -1.0942
H 1.2097 1.4223 3.4009
H 2.8468 -0.0129 -3.8266
H -2.3784 2.6725 -1.7154
H -4.8424 -1.1457 -1.7930
H 3.0505 -1.7158 1.8681
H 1.4364 -3.6519 3.2403
H 2.8839 -3.3274 1.2755
*
```

* DFT total energy: -3278.98514 hartree
* ΔE to the lowest compared entry with this formula, charge and spin: 0.1344 eV
* frontier orbital gap: 5.73 eV
* HOMO: -1.38 eV



Among the records above, which one has the highest frontier orbital gap?
C7H7BO3